Entry 1:
C9H14N3O2 | ωB97M-V with the def2-TZVPD basis set

The geometry in XYZ format:
```
28
Properties=species:S:1:pos:R:3:mulliken_charge:R:1
C 0.89912 0.82061 0.38755 -0.61
O 0.86218 -2.70115 3.34557 -0.47
H -0.36990 1.73802 1.92733 0.27
C -1.02062 2.24616 -0.14427 -0.69
H 0.66874 2.84929 0.98301 0.29
C 0.09561 1.89381 0.87574 -0.27
H 1.26548 -2.50133 4.29946 0.43
O 0.49819 -2.97158 -0.86967 -0.07
N -1.70376 -3.80672 -0.79806 -0.46
C 0.04760 0.75692 -1.69337 -0.45
H -1.44682 2.17709 -2.21168 0.25
H -1.39437 3.30719 0.06734 0.28
H 1.77686 -0.62580 -0.90009 0.45
H -0.92708 0.15292 -1.85890 0.18
H 0.25416 3.00400 -1.87389 0.29
H -1.85616 1.58726 -0.13543 0.34
H 2.47886 -1.85331 2.26213 0.44
C -0.51888 -3.48758 -0.17751 0.18
C -0.47968 2.17636 -1.55261 -0.53
H -1.75972 -4.47710 -1.54679 0.27
N 0.88640 -2.65747 1.16799 0.78
N 1.39736 -2.44150 -0.02976 -1.09
C 1.01250 0.13247 -0.66610 0.05
C -0.29418 -3.29073 1.13659 0.08
H 0.60787 0.47586 -2.68220 0.27
H -2.47181 -3.92756 -0.11890 0.23
H -1.04348 -3.38746 1.93187 0.36
C 1.52320 -2.35906 2.28349 0.18
```

Summary:
* lowest unoccupied orbital energy (alpha / beta): -5.093 / -3.611 eV
* net charge: +1
* energy above the lowest of the compared OMol25 structures with the same formula, charge and spin: 710.1 kJ/mol
* energy: -665.557577 Ha
* HOMO energy (alpha / beta): -0.378 / -0.439 Eh
* spin multiplicity: 1

***

Entry 2:
C26H43Cl3GdO2P2 | ωB97M-V with the def2-TZVPD basis set

The geometry in XYZ format:
```
77
Properties=species:S:1:pos:R:3:mulliken_charge:R:1
C 1.07005 0.09164 5.25249 -0.93
H -2.65341 -2.51019 2.30982 0.28
H 1.94311 -0.94114 -4.92620 0.35
C 0.73784 1.95908 -0.44698 -0.89
H 3.36080 -0.48350 3.47354 0.29
H 2.08341 -3.01629 0.94034 0.33
H 0.97305 -1.56957 -6.85522 0.39
H 1.74494 2.96527 2.44097 0.16
C -1.92337 -0.67729 -5.15076 -0.54
C 1.54149 -1.65391 3.37603 0.68
H -2.07636 -1.29637 5.68779 0.38
H 3.11649 3.10015 1.25877 0.47
Cl -0.74477 3.46407 5.43251 -0.13
C 0.74821 -2.51119 2.56368 0.55
H 0.61778 2.86455 -5.48420 0.41
H 1.13200 -0.24948 6.29067 0.37
H -3.28102 0.29038 -1.01313 0.47
H -2.79815 1.34679 0.41471 0.40
H -1.81012 -2.53348 -0.63536 0.39
H -0.88067 1.42507 -6.80357 0.37
H 0.10219 2.69594 0.09323 0.25
C 3.03065 -1.51721 3.32023 -1.37
H -0.24055 2.49508 -3.99794 0.15
C 1.03583 0.93097 -4.62834 -0.49
H 3.58239 0.91597 -0.79599 0.45
H 1.46017 2.48881 -1.09325 0.65
C -0.59969 -2.42578 3.00905 0.57
H -1.43057 -1.63607 -2.18521 0.19
H 0.48799 0.39205 -1.95797 -0.06
H 0.12784 -0.05812 -7.16735 0.34
H -1.55919 -3.59335 1.45794 0.27
H -2.77992 -1.08348 4.08051 0.29
H 0.33702 0.90349 5.22794 0.02
H -0.91429 1.53281 -1.83146 0.52
H 3.17342 1.93446 2.64488 0.29
H -3.30763 -0.33978 0.68248 0.39
C 0.09380 2.05413 -4.95024 -0.34
C -0.14479 0.97775 -1.26692 -0.54
O -0.54109 1.77911 3.33119 -0.23
Cl -3.23608 4.00699 4.01789 -0.11
C 1.14513 -0.24594 -5.23606 -0.23
H -0.66669 -2.36981 -5.31536 0.30
C 2.52865 2.41492 1.88988 -1.11
H 1.68425 -4.37574 1.98238 0.29
C -1.23327 2.76097 2.81609 -0.23
C -1.77315 -3.15504 2.43435 -1.47
H 0.50167 -3.76754 0.82741 0.34
H -1.76810 2.59487 -5.83641 0.42
H -1.83511 0.20002 4.80285 0.24
C 1.27590 -3.45718 1.53386 -1.65
C -2.01464 0.64694 -5.09521 -0.25
C -2.78906 0.33151 -0.02776 -1.40
C -1.15867 1.67879 -5.77454 -1.00
O -1.63776 2.83842 1.64888 -0.68
Cl -0.69979 5.31633 3.18770 -0.11
P 1.83894 1.11590 0.83355 0.96
H -2.69177 -1.28910 -4.65304 0.50
C -0.65090 -1.48951 4.10344 0.23
H -0.11148 -2.28748 -1.10886 0.29
C 0.34627 -0.79404 -6.38599 -0.97
H -2.84650 1.10792 -4.53582 0.39
C -1.48796 3.90674 3.87979 0.96
H 2.72829 -0.66048 -0.50299 0.27
H 1.76227 1.19500 -3.84429 0.46
H 2.01826 0.55799 4.97561 0.23
H 3.90210 -0.07952 0.70062 0.39
C -0.94929 -1.50721 -5.93797 -0.56
P -1.09290 -0.28710 -0.28257 0.95
C -1.89312 -0.88976 4.68977 -1.04
H 3.44106 -1.84605 2.36368 0.29
C -1.12113 -1.84420 -1.14929 -0.95
H -2.07654 -3.97086 3.10319 0.37
C 0.68607 -1.01556 4.32492 0.52
Gd -0.17778 -0.04434 2.23645 -0.21
H -1.42701 -1.93860 -6.83372 0.36
C 3.14765 0.24749 -0.03392 -1.26
H 3.51737 -2.11712 4.10285 0.36
```

Summary:
* lowest unoccupied orbital energy (alpha / beta): -3.942 / -2.480 eV
* net charge: +1
* energy above the lowest of the compared OMol25 structures with the same formula, charge and spin: 0.0 kJ/mol
* energy: -3995.710866 Ha
* HOMO energy (alpha / beta): -0.399 / -0.401 Eh
* spin multiplicity: 8

***

Entry 3:
C37H45N9STi | ωB97M-V with the def2-TZVPD basis set

The geometry in XYZ format:
```
93
Properties=species:S:1:pos:R:3:mulliken_charge:R:1
C 2.93027 -1.73309 0.30069 -0.06
H 3.18681 -0.80636 4.52889 0.27
H 2.03598 -1.39841 -5.51158 0.54
H -0.39555 0.24487 1.85063 -1.41
H 0.41690 3.25429 -4.16938 0.41
C -0.58643 5.17427 0.06548 -1.17
N 0.27361 1.38565 -3.15051 1.22
H 1.25138 0.80965 -4.94958 0.44
H 1.15707 -4.54165 -2.72674 0.55
C 1.66785 -3.10614 -4.25500 -0.77
H -0.59198 -1.70266 0.21669 -0.59
H -0.04186 5.44305 -3.25550 0.52
H -3.42209 2.07182 -4.74694 0.55
C -2.22924 1.56515 -3.04192 0.51
H -3.10696 1.63143 0.10265 0.40
H -1.09756 0.09594 -4.06665 0.47
C 2.97256 -4.59986 2.82578 -0.60
H -5.42812 2.58746 -3.36567 0.45
H -1.89600 -1.10518 2.25856 0.02
H -5.84852 -1.40152 -0.68713 0.45
H -5.25723 2.37281 -0.87943 0.55
H 0.25154 -1.49139 3.04401 -0.19
C 0.56506 -4.77030 2.78881 -0.91
H -0.86912 5.74091 0.94121 0.49
H 2.15388 2.08489 0.32007 -0.15
H 4.51493 0.35212 4.55817 0.43
C -0.49440 5.77506 -1.17969 -0.54
N 0.76001 -1.21659 -2.40700 0.95
C 1.19182 -3.50027 -3.01389 -1.33
H -6.14846 -1.15566 1.75718 0.44
H -0.38166 3.30674 1.11794 0.53
N 1.36214 1.01174 3.36567 0.36
C 2.39764 1.94982 1.36877 -1.73
C -4.98542 -1.31069 -0.04072 -0.67
H 3.83478 -0.17582 3.01619 0.04
C -0.31190 3.82355 0.16934 -0.32
N 0.04516 3.07281 -0.88032 0.66
S 4.14745 -2.64391 1.16697 -0.24
H 2.01969 -3.83502 -4.97280 0.46
H 3.33589 1.40184 1.43430 0.42
H -1.02890 1.69102 -4.80373 0.55
C 0.66803 2.81039 -3.20033 -1.35
C 0.75472 -2.52972 -2.13231 -0.04
C -4.50594 2.26941 -2.89811 -0.67
C 1.67830 -1.75511 -4.55441 -1.08
C 2.60770 1.24581 4.11346 -0.83
C 1.22452 -0.85202 -3.60563 0.52
H -0.72054 -1.46601 4.52651 0.38
C -2.59886 -1.23738 0.23162 -0.29
H -0.50616 -3.41547 1.52470 0.46
C -5.15537 -1.17457 1.32990 -0.72
H 0.30110 0.77070 5.12086 0.40
H 1.85432 -6.01400 3.97406 0.44
H -1.27297 -1.59231 -1.27656 0.63
H 2.28693 0.97566 -3.54147 0.53
C -3.71221 -1.34235 -0.58982 -0.34
C -2.76414 -1.12706 1.60688 0.26
C -4.41560 2.15289 -1.52062 -1.02
H -4.16151 -1.01469 3.22459 0.47
C 0.46980 -3.73112 1.87914 -0.38
C 3.59045 0.08295 4.04737 -0.72
C -0.12752 5.00371 -2.27054 -1.18
H -0.68635 0.83491 3.68240 0.43
N 1.69912 -2.04491 0.53196 0.62
H 1.75553 2.85474 -3.11368 0.47
N -1.28788 -1.20879 -0.33724 0.67
C 0.23736 0.41886 4.09241 -0.97
C -3.21692 1.74550 -0.96962 -0.46
H 3.93809 -4.93494 3.18047 0.46
C -1.01890 1.16289 -3.84346 -1.48
H -3.58274 -1.45091 -1.66191 0.42
C -4.04000 -1.09151 2.15212 -0.81
C 1.28295 1.20203 2.04318 1.08
H 2.32445 1.43247 5.14804 0.38
H 0.41019 -2.82488 -1.15053 0.64
C 1.30727 0.62292 -3.87050 -1.47
H 2.64197 -0.41850 -1.21785 -0.27
C 0.13375 3.65764 -2.08237 0.83
N -2.14482 1.43462 -1.71100 1.20
C 1.80397 -5.20022 3.26415 -0.67
C 2.86814 -3.56147 1.91210 0.56
N 0.26644 0.80330 1.32281 1.41
C 0.19891 -1.10560 4.06433 -0.49
C -3.39178 1.97919 -3.66921 -1.03
H -0.33710 -5.25806 3.13322 0.47
H 2.54335 2.92956 1.82462 0.55
Ti -0.18679 0.78679 -0.86589 1.07
C 1.63293 -3.10702 1.43526 -0.47
N 3.32933 -0.72562 -0.54253 -0.17
H 1.03578 -1.53367 4.61390 0.42
H -0.70475 6.82953 -1.29958 0.45
H 3.07550 2.16011 3.75518 0.41
H 4.26693 -0.80112 -0.90388 0.30
```

Summary:
* lowest unoccupied orbital energy (alpha / beta): -4.741 / -4.911 eV
* net charge: +2
* energy above the lowest of the compared OMol25 structures with the same formula, charge and spin: 75.4 kJ/mol
* energy: -3177.086999 Ha
* HOMO energy (alpha / beta): -0.439 / -0.472 Eh
* spin multiplicity: 3